# C96H182F2N8O32

A cluster of 16 separate species, C96H182F2N8O32 in total at a distorted geometry (ωB97M-V/def2-TZVPD, the Open Molecules 2025 dataset).

electronic energy: -185363.7663 eV
net charge: 0
F_max: 5.145 eV/Å
HOMO-LUMO gap: 7.48 eV

Element x y z (Å)
C: -10.7169 -2.9710 -0.3950
C: -9.5655 -1.8917 -0.2494
C: -10.0802 -0.7866 0.7737
C: -8.9600 0.1074 1.4555
C: -7.7058 -0.7710 1.9071
C: -7.2126 -1.7611 0.7970
N: -8.4002 -2.5700 0.3342
O: -8.0380 -3.7533 -0.3350
C: -6.3569 -1.0460 -0.2416
C: -6.4536 -2.8072 1.6089
C: -9.3006 -1.2161 -1.6530
H: -10.5060 -3.7197 -1.1585
H: -11.6927 -2.5271 -0.5924
H: -10.6648 -3.5252 0.5422
H: -10.8060 -0.1134 0.3176
H: -10.5967 -1.2486 1.6150
H: -9.3865 0.7274 2.2440
H: -8.6701 0.7375 0.6146
H: -7.8677 -1.0761 2.9410
H: -6.9860 0.0404 2.0151
H: -5.4889 -0.5301 0.1690
H: -5.9287 -1.8378 -0.8563
H: -6.9856 -0.4213 -0.8760
H: -7.0721 -3.1857 2.4227
H: -6.2232 -3.6205 0.9206
H: -5.4781 -2.4757 1.9647
H: -8.5653 -1.7743 -2.2326
H: -8.8822 -0.2098 -1.6350
H: -10.1762 -1.1406 -2.2977
H: -8.1676 -4.4308 0.3327
C: -2.1050 4.7700 2.6118
C: -3.6398 4.9983 2.6924
C: -4.0282 6.0780 1.6068
C: -5.5522 6.2492 1.2657
C: -6.0721 4.8565 0.8735
C: -5.7336 3.6959 1.8804
N: -4.3388 3.6941 2.3634
O: -3.9183 2.6600 3.2401
C: -6.7344 3.6502 3.0873
C: -5.9479 2.4287 1.0464
C: -3.9207 5.6791 4.0404
H: -1.7375 4.2340 3.4868
H: -1.5630 5.7134 2.5467
H: -1.8171 4.2971 1.6729
H: -3.6347 7.0241 1.9786
H: -3.5431 5.9719 0.6365
H: -5.6341 6.9774 0.4588
H: -6.1149 6.5722 2.1416
H: -5.7403 4.5710 -0.1248
H: -7.1483 4.9421 0.7234
H: -7.0022 4.6052 3.5393
H: -7.6795 3.2086 2.7712
H: -6.2920 3.0206 3.8593
H: -6.9640 2.2783 0.6816
H: -5.1959 2.2903 0.2696
H: -5.7535 1.5971 1.7237
H: -4.0743 4.8848 4.7709
H: -4.8311 6.2771 4.0819
H: -3.1829 6.4083 4.3751
H: -3.2865 2.1311 2.7475
C: -0.4607 -0.8110 -6.1925
C: -0.3307 -2.0308 -7.1701
C: 0.6544 -1.6608 -8.3166
C: 2.1150 -1.8156 -7.9059
C: 2.2695 -3.2529 -7.5289
C: 1.4830 -3.5390 -6.1799
N: 0.0346 -3.2476 -6.4367
O: -0.7508 -3.6311 -5.3683
C: 1.6226 -5.0230 -5.9129
C: 2.1305 -2.8429 -4.9217
C: -1.7122 -2.2167 -7.9038
H: -0.8872 0.0435 -6.7181
H: 0.4820 -0.4697 -5.7649
H: -1.1295 -0.9284 -5.3399
H: 0.5409 -2.2532 -9.2245
H: 0.5532 -0.6163 -8.6114
H: 2.4819 -1.1741 -7.1047
H: 2.7568 -1.6825 -8.7768
H: 3.2810 -3.6106 -7.3367
H: 1.8132 -3.9247 -8.2558
H: 2.6660 -5.2372 -5.6815
H: 1.1699 -5.3551 -4.9787
H: 1.3078 -5.6686 -6.7328
H: 1.5139 -3.0776 -4.0540
H: 3.2037 -3.0136 -4.8371
H: 1.9597 -1.7667 -4.9510
H: -1.7193 -3.2516 -8.2457
H: -1.7645 -1.4728 -8.6988
H: -2.5685 -2.1640 -7.2314
H: -1.3890 -4.2414 -5.7449
C: -2.1840 1.1633 1.1354
C: -1.9021 -0.3317 0.7251
C: -2.4886 -0.6428 -0.6823
C: -1.6519 -0.2143 -1.8750
C: -0.2291 -0.6645 -1.7966
C: 0.4639 -0.3994 -0.3649
N: -0.4216 -0.7355 0.7322
O: 0.2705 -0.5757 1.9387
C: 1.6221 -1.4234 -0.3363
C: 0.8371 1.0670 -0.3512
C: -2.6479 -1.2540 1.7731
H: -1.6315 1.5072 2.0098
H: -3.2383 1.4018 1.2759
H: -1.7245 1.7461 0.3371
H: -2.5619 -1.7040 -0.9204
H: -3.4856 -0.2286 -0.8322
H: -1.6359 0.8727 -1.9546
H: -2.0950 -0.5645 -2.8073
H: 0.3141 -0.0594 -2.5224
H: -0.1335 -1.6578 -2.2353
H: 1.3471 -2.4572 -0.5454
H: 2.2803 -1.2316 -1.1837
H: 2.2602 -1.4790 0.5457
H: 1.1102 1.3783 0.6570
H: 1.7007 1.1774 -1.0071
H: 0.0652 1.7356 -0.7324
H: -2.5030 -2.3171 1.5810
H: -3.7124 -1.0228 1.8130
H: -2.2037 -1.0455 2.7464
H: 0.2755 -1.4526 2.3295
C: 8.4552 2.0428 5.1760
C: 7.6816 1.8936 3.7967
C: 8.8065 1.6261 2.7150
C: 8.1739 0.9745 1.3857
C: 7.4595 -0.3506 1.7897
C: 6.2683 -0.0158 2.7492
N: 6.7428 0.7115 3.9565
O: 5.7467 0.9803 4.9680
C: 5.1008 0.6616 2.1084
C: 5.8125 -1.4597 3.2654
C: 6.8601 3.1056 3.3495
H: 8.1030 2.7299 5.9454
H: 9.5194 2.2568 5.0770
H: 8.5648 1.0874 5.6891
H: 9.2356 2.5357 2.2950
H: 9.5156 0.8601 3.0289
H: 8.9422 0.6656 0.6769
H: 7.5477 1.6314 0.7820
H: 8.1027 -1.0687 2.2984
H: 6.9771 -0.7998 0.9216
H: 4.3306 0.9614 2.8190
H: 5.2033 1.6372 1.6332
H: 4.6554 0.0639 1.3131
H: 6.5400 -1.8554 3.9742
H: 4.8701 -1.5080 3.8109
H: 5.6222 -2.1095 2.4112
H: 6.0283 3.1917 4.0486
H: 6.4346 3.1230 2.3461
H: 7.4929 3.9839 3.4774
H: 5.2895 1.7348 4.5895
C: 4.7658 8.2452 0.6616
C: 3.9770 7.1726 1.4503
C: 2.5061 7.6557 1.2187
C: 1.3728 6.6197 1.6474
C: 1.6777 5.2717 1.0261
C: 3.1731 4.6628 1.2683
N: 4.0956 5.7570 0.9985
O: 5.4229 5.3735 0.8242
C: 3.2651 4.1002 2.7420
C: 3.3385 3.4909 0.2116
C: 4.3325 7.3210 2.9654
H: 5.8485 8.1190 0.6624
H: 4.6174 9.1966 1.1724
H: 4.5822 8.2648 -0.4126
H: 2.2831 8.4987 1.8727
H: 2.2615 7.9831 0.2082
H: 0.3661 6.9371 1.3755
H: 1.3541 6.5829 2.7367
H: 1.4276 5.2935 -0.0346
H: 0.8570 4.7000 1.4595
H: 4.3175 3.9581 2.9878
H: 2.7961 4.7013 3.5209
H: 2.7401 3.1451 2.7600
H: 2.9630 3.8838 -0.7333
H: 4.3702 3.2414 -0.0363
H: 2.7456 2.5767 0.2358
H: 5.2799 6.7947 3.0816
H: 3.5683 6.9641 3.6559
H: 4.5458 8.3541 3.2399
H: 5.4805 5.0949 -0.0927
C: 6.0680 2.0201 -3.5307
C: 4.9204 0.9623 -3.4346
C: 4.8153 -0.0268 -4.7286
C: 6.0860 -0.8789 -4.8385
C: 5.9486 -1.7931 -3.6449
C: 5.9043 -1.1402 -2.2531
N: 4.9481 0.0784 -2.2592
O: 5.0843 0.7667 -1.1206
C: 5.4069 -2.1343 -1.2191
C: 7.3526 -0.8108 -1.8141
C: 3.5687 1.7648 -3.3861
H: 7.0711 1.5953 -3.5685
H: 5.9864 2.8080 -2.7819
H: 6.0116 2.4366 -4.5364
H: 3.9288 -0.6558 -4.6473
H: 4.7826 0.6431 -5.5878
H: 7.0121 -0.3271 -4.6775
H: 6.1683 -1.4498 -5.7633
H: 6.8839 -2.3529 -3.6487
H: 5.2730 -2.6171 -3.8746
H: 5.7402 -3.1694 -1.2943
H: 5.3617 -1.8099 -0.1795
H: 4.3497 -2.2383 -1.4631
H: 7.9392 -0.3933 -2.6325
H: 7.3401 0.0141 -1.1017
H: 7.8805 -1.6490 -1.3590
H: 3.3482 2.4317 -4.2196
H: 3.4801 2.3932 -2.4999
H: 2.7434 1.0576 -3.3034
H: 4.3652 0.4073 -0.5960
C: -1.4946 -6.9356 3.6509
C: -0.3566 -6.9419 4.7291
C: 0.8651 -6.5369 4.0179
C: 1.0909 -5.0441 3.6836
C: 0.8471 -4.1863 4.9565
C: -0.4877 -4.4676 5.6233
N: -0.6397 -5.9455 5.8301
O: -1.8169 -6.2477 6.4384
C: -0.5685 -3.7877 7.0047
C: -1.6274 -3.8144 4.7748
C: -0.2083 -8.3368 5.4308
H: -1.4175 -7.8573 3.0742
H: -1.4742 -6.1288 2.9183
H: -2.4732 -7.0479 4.1177
H: 1.7590 -6.9063 4.5205
H: 0.8606 -6.9680 3.0168
H: 0.4440 -4.6388 2.9055
H: 2.0935 -4.8377 3.3090
H: 0.9199 -3.1153 4.7671
H: 1.6679 -4.3742 5.6486
H: -1.5937 -3.8298 7.3725
H: -0.0204 -4.3626 7.7512
H: -0.0529 -2.8297 6.9380
H: -2.6084 -3.9220 5.2376
H: -1.3851 -2.7520 4.7495
H: -1.6909 -4.2387 3.7728
H: -1.1870 -8.6002 5.8319
H: 0.3611 -8.3671 6.3598
H: 0.2244 -9.0605 4.7401
H: -1.4527 -6.2356 7.3266
C: -4.7193 -1.4166 5.9516
C: -5.0432 -1.8819 7.3204
O: -5.7089 -3.1063 7.0074
C: -5.7902 -3.3563 5.6323
O: -6.4966 -4.1825 4.9988
O: -5.1649 -2.3772 5.0379
H: -3.6478 -1.4172 5.7516
H: -5.1478 -0.4269 5.7939
H: -5.7720 -1.2832 7.8666
H: -4.1850 -1.9193 7.9914
C: 4.2048 -5.5335 -2.7852
C: 4.7236 -6.1840 -1.4653
O: 3.9102 -7.3734 -1.3948
C: 3.3110 -7.5893 -2.6468
O: 2.6728 -8.6059 -2.9472
O: 3.5144 -6.5524 -3.4447
H: 5.0776 -5.3380 -3.4082
H: 3.7577 -4.5591 -2.5883
H: 4.5596 -5.4502 -0.6761
H: 5.7881 -6.3941 -1.5698
C: -0.8639 0.3303 5.0638
C: 0.2727 1.2375 5.2925
O: 0.3674 1.3242 6.6932
C: -0.7468 0.8725 7.2499
O: -1.0046 1.0885 8.4300
O: -1.5928 0.5078 6.3050
H: -0.3996 -0.6417 4.8975
H: -1.4426 0.6675 4.2038
H: 0.0705 2.2399 4.9150
H: 1.1138 0.7472 4.8024
C: -4.2555 -2.3648 -3.3057
C: -5.5976 -2.8268 -3.8571
O: -5.7283 -4.0755 -3.1192
C: -4.7885 -4.2634 -2.2149
O: -4.7672 -5.1655 -1.3961
O: -3.9759 -3.2584 -2.2802
H: -4.4263 -1.3784 -2.8744
H: -3.4228 -2.2504 -3.9997
H: -5.4117 -3.1569 -4.8791
H: -6.3466 -2.0373 -3.7951
C: -4.1960 1.9244 -3.1703
C: -4.4968 3.1715 -4.0460
O: -4.0643 2.6753 -5.2562
C: -3.8490 1.3521 -5.2847
O: -3.4841 0.7154 -6.2214
O: -4.1080 0.8593 -4.0562
H: -4.9297 1.8360 -2.3690
H: -3.2020 2.0589 -2.7439
H: -4.0828 4.1232 -3.7128
H: -5.5473 3.4558 -3.9833
C: -1.2057 -4.6446 -0.6016
C: -0.5361 -4.6897 -2.0019
O: 0.8200 -4.6922 -1.6971
C: 0.9975 -5.1193 -0.4242
O: 2.0383 -5.3412 0.1632
O: -0.2207 -5.1348 0.2126
H: -2.1371 -5.2104 -0.5817
H: -1.4035 -3.6359 -0.2389
H: -0.8209 -3.8218 -2.5966
H: -0.9230 -5.5461 -2.5543
C: 4.1537 5.5278 -3.6525
C: 3.7250 6.9507 -3.7070
O: 4.8885 7.5788 -3.2950
C: 5.5981 6.7909 -2.5424
O: 6.4718 7.1636 -1.8146
O: 5.0692 5.5604 -2.5514
F: 2.6789 7.3442 -2.9668
H: 4.6264 5.1406 -4.5551
H: 3.2647 4.9699 -3.3583
H: 3.4582 7.1941 -4.7355
C: -0.2931 4.2642 -5.9062
C: -0.4662 2.8163 -5.9031
O: -0.5070 2.5122 -4.4881
C: 0.2888 3.4518 -3.8067
O: 0.7210 3.4001 -2.6945
O: 0.3756 4.5341 -4.6287
F: 0.6187 2.2526 -6.4990
H: -1.2110 4.8008 -5.6659
H: 0.3056 4.7842 -6.6540
H: -1.3788 2.4917 -6.4031